Record 1
{"formula": "C26H23NO5", "method": "ωB97M-V/def2-TZVPD", "charge": 0, "homo_energy_ev": -7.054, "species": ["C", "C", "O", "C", "C", "N", "C", "C", "C", "C", "C", "O", "H", "H", "H", "H", "H", "H", "H", "H", "H", "H", "H", "C", "O", "C", "C", "C", "C", "C", "C", "C", "O", "C", "C", "C", "C", "C", "C", "C", "O", "C", "C", "H", "H", "H", "H", "H", "H", "H", "H", "H", "H", "H", "H"], "xyz": [[4.7238, -0.2230, 2.5877], [3.4688, 0.4858, 3.0082], [2.3598, -0.4292, 2.8485], [1.1457, 0.1579, 3.0827], [0.0747, -0.7917, 3.0048], [-1.2366, -0.3979, 2.7989], [-1.6512, 0.9228, 2.8201], [-2.9877, 1.2394, 2.6542], [-3.9412, 0.2381, 2.4822], [-3.5018, -1.0885, 2.4343], [-2.1708, -1.3940, 2.5761], [1.0749, 1.3572, 3.3719], [5.5878, 0.3266, 2.9693], [4.7874, -1.2480, 2.9596], [4.8033, -0.2354, 1.4950], [3.5218, 0.7948, 4.0616], [3.2926, 1.3612, 2.3722], [0.2981, -1.8099, 2.6905], [-0.8773, 1.6628, 2.9794], [-3.2572, 2.2938, 2.6657], [-4.9970, 0.4755, 2.3890], [-4.1882, -1.9188, 2.2824], [-1.7556, -2.3991, 2.5500], [6.1724, -4.9248, 2.7320], [6.0001, -3.9964, 3.8272], [4.7300, -3.6213, 4.1422], [3.5949, -4.0202, 3.3965], [2.3509, -3.5376, 3.7535], [2.1820, -2.6417, 4.8248], [0.8621, -2.1490, 5.1756], [-0.1848, -2.9764, 5.4465], [-1.5271, -2.4639, 5.8357], [-1.9136, -1.2958, 5.8010], [-2.3267, -3.6763, 6.1700], [-1.5900, -4.8311, 5.8721], [-2.1467, -6.0991, 5.9806], [-3.4629, -6.2104, 6.4363], [-4.1912, -5.0531, 6.7970], [-3.6300, -3.7789, 6.6488], [-0.2094, -4.4780, 5.4382], [0.6618, -5.2922, 5.1539], [3.3297, -2.2543, 5.5597], [4.5721, -2.7677, 5.2634], [7.2491, -5.0772, 2.6873], [5.6610, -5.8788, 2.9318], [5.8094, -4.4994, 1.7837], [3.6963, -4.6878, 2.5379], [1.4815, -3.8664, 3.1856], [0.7846, -1.1128, 5.5104], [-1.5454, -6.9633, 5.7052], [-3.9291, -7.1944, 6.5143], [-5.2051, -5.1619, 7.1861], [-4.1733, -2.8713, 6.9058], [3.1931, -1.5673, 6.3973], [5.4558, -2.5112, 5.8449]]}

***

Record 2
{"formula": "C45H55F5O5", "method": "ωB97M-V/def2-TZVPD", "smiles": "Fc1ccccc1.Fc1ccccc1.Fc1ccccc1.Fc1ccccc1.Fc1ccccc1.CC(C)=O.CC(C)=O.CC(C)=O.CC(C)=O.CC(C)=O", "charge": 0, "homo_energy_ev": -9.079, "species": ["F", "C", "C", "C", "C", "C", "C", "H", "H", "H", "H", "H", "F", "C", "C", "C", "C", "C", "C", "H", "H", "H", "H", "H", "F", "C", "C", "C", "C", "C", "C", "H", "H", "H", "H", "H", "F", "C", "C", "C", "C", "C", "C", "H", "H", "H", "H", "H", "F", "C", "C", "C", "C", "C", "C", "H", "H", "H", "H", "H", "C", "C", "O", "C", "H", "H", "H", "H", "H", "H", "C", "C", "O", "C", "H", "H", "H", "H", "H", "H", "C", "C", "O", "C", "H", "H", "H", "H", "H", "H", "C", "C", "O", "C", "H", "H", "H", "H", "H", "H", "C", "C", "O", "C", "H", "H", "H", "H", "H", "H"], "xyz": [[-2.3453, 3.2493, -12.1299], [-1.8571, 3.4481, -10.9204], [-1.9569, 2.4512, -9.9979], [-1.4862, 2.6141, -8.6813], [-0.8626, 3.8933, -8.4013], [-0.8906, 4.9405, -9.2485], [-1.3447, 4.7160, -10.5143], [-2.4246, 1.5892, -10.4503], [-1.5961, 1.8164, -7.9616], [-0.6645, 4.0598, -7.3528], [-0.4879, 5.8995, -8.9577], [-1.4378, 5.5598, -11.1819], [-5.3455, -6.3484, 3.0638], [-4.5345, -6.8680, 3.9936], [-3.3435, -6.2392, 4.4219], [-2.5699, -6.8653, 5.4474], [-3.0241, -8.0165, 6.0418], [-4.1085, -8.6911, 5.4835], [-4.8116, -8.1523, 4.4340], [-3.0282, -5.2519, 4.1181], [-1.6604, -6.4830, 5.8866], [-2.4064, -8.3891, 6.8456], [-4.3325, -9.7052, 5.7796], [-5.6574, -8.7118, 4.0626], [-9.0027, -0.8700, 6.9800], [-8.2670, -0.4189, 5.9392], [-8.5782, -1.0350, 4.6748], [-7.8883, -0.5698, 3.5971], [-6.8914, 0.4226, 3.8096], [-6.6549, 1.0377, 4.9944], [-7.2874, 0.5159, 6.1151], [-9.3263, -1.7924, 4.4927], [-7.9061, -0.9366, 2.5814], [-6.3181, 0.8192, 2.9847], [-5.8328, 1.7339, 5.0713], [-7.1691, 0.9160, 7.1113], [-1.5347, 2.3105, -0.7251], [-0.4510, 1.4608, -0.8383], [-0.4778, 0.1619, -0.2502], [0.5642, -0.7356, -0.4783], [1.6410, -0.3231, -1.2259], [1.6987, 0.9720, -1.6894], [0.7315, 1.9082, -1.4355], [-1.3334, -0.0948, 0.3568], [0.5978, -1.6727, 0.0575], [2.4024, -1.0291, -1.5226], [2.6078, 1.2760, -2.1868], [0.8338, 2.8932, -1.8663], [8.2499, 2.9831, 3.3162], [8.4307, 1.6134, 3.2493], [7.4840, 0.7724, 2.7144], [7.6791, -0.5885, 2.7410], [8.8881, -1.1266, 3.2142], [9.9366, -0.2386, 3.5727], [9.7128, 1.0998, 3.5858], [6.5636, 1.2237, 2.3746], [6.8661, -1.1788, 2.3448], [9.0771, -2.1867, 3.1318], [10.9582, -0.5702, 3.6866], [10.4433, 1.8445, 3.8654], [6.8651, -2.3636, -5.0201], [6.0178, -3.5539, -5.5039], [5.8442, -4.5528, -4.7201], [5.3918, -3.4028, -6.8727], [7.2424, -2.5590, -4.0163], [6.3447, -1.4118, -5.1263], [7.7575, -2.2717, -5.6392], [4.3588, -3.0690, -6.7748], [5.3323, -4.3984, -7.3124], [5.9286, -2.6080, -7.3906], [6.0678, 6.7378, -5.7029], [5.4004, 6.3995, -4.4094], [4.2022, 6.3865, -4.3507], [6.1768, 6.6833, -3.1396], [5.5227, 6.3825, -6.5774], [6.9645, 6.1215, -5.6393], [6.1264, 7.8043, -5.9202], [6.1668, 5.7981, -2.5036], [5.7740, 7.5904, -2.6891], [7.1854, 6.8390, -3.5223], [-0.0280, -2.0864, 7.8087], [1.1368, -2.0427, 6.7822], [1.0297, -2.3703, 5.6111], [2.5128, -2.1095, 7.2571], [-0.0435, -2.8453, 8.5909], [-0.8410, -2.3500, 7.1322], [-0.3099, -1.1512, 8.2925], [3.1686, -1.9959, 6.3939], [2.5722, -3.0992, 7.7098], [2.7084, -1.3504, 8.0145], [-3.6501, -5.5691, -3.2133], [-3.7489, -7.0526, -3.2329], [-3.9613, -7.7122, -4.3015], [-3.7094, -7.7496, -1.9123], [-2.9202, -5.2863, -2.4548], [-4.5472, -5.0830, -2.8300], [-3.3524, -5.1720, -4.1838], [-4.1065, -8.7532, -2.0647], [-4.2386, -7.2118, -1.1256], [-2.6391, -7.9025, -1.7739], [-4.3505, 7.9828, 2.5404], [-5.6220, 8.3962, 3.2415], [-6.0004, 7.6679, 4.1918], [-6.3185, 9.7048, 2.8609], [-4.3046, 6.8939, 2.5577], [-3.4776, 8.5162, 2.9166], [-4.3891, 8.1302, 1.4611], [-7.3322, 9.4186, 3.1413], [-6.1408, 9.9599, 1.8161], [-6.0380, 10.5581, 3.4784]]}

***

Record-wise lowest unoccupied orbital energy values, in eV: -0.6087; 0.2823
Record-wise frontier orbital gap values, in eV: 6.4; 9.4